No. 1
Computed, not measured: a molecular structure, C17H37N2O2PdS2Si2Te, with wB97M-V/def2-TZVPD.

The geometry in ORCA input format:
```
! wB97M-V def2-TZVPD RIJCOSX def2/J DEFGRID3
* xyz -1 1
H 2.45225 0.27295 4.89763
H 2.69829 0.92499 -2.11289
Te -0.59985 -1.38682 0.85073
S -3.16714 0.44201 0.72995
H 1.95709 1.68251 0.13987
H -1.42592 -0.38585 5.53966
H -2.74228 1.68302 -3.91435
H -0.88262 -2.99827 3.49374
H -4.05112 0.76174 -3.13420
C 1.00093 -2.99940 0.47418
C 1.24329 2.13454 -3.15446
H 1.48691 -3.18751 1.43522
H 0.87449 -0.93493 -1.98815
C 0.82295 -0.47232 2.22184
N -0.23568 3.35250 -1.78007
H -2.46629 -0.86703 -2.25539
H -3.83598 4.69273 -0.54225
H 1.59233 1.86990 -4.14195
C 1.36158 1.88563 -0.74209
C -2.99669 1.05684 -3.04267
H 4.38349 -1.35184 -1.02609
H -0.95852 4.04669 -1.66940
H -1.10117 0.19724 -2.63316
Si 2.23122 -2.66042 -0.88262
H -0.43448 1.03157 5.16507
H 3.57704 -4.79782 -0.82457
C 2.09631 -0.75608 4.98407
Si 0.48110 -0.98164 3.99991
Pd -0.57195 1.00445 -0.28343
H -1.97945 -0.62554 -3.95268
O -3.43181 -0.84430 0.01765
H 4.08536 -1.89155 0.62562
H -2.62856 3.49505 -0.02787
C -2.08279 -0.14880 -2.97693
C 1.35138 -1.84595 -2.34648
O -2.83331 1.81712 -1.85463
C -3.66430 2.96275 -1.83708
H -1.55927 0.40657 3.96260
C 1.84657 1.58401 -2.00691
C -0.86307 0.11689 4.75115
H 2.88528 -1.40950 4.60608
S -0.05569 3.66976 0.85443
N -1.90285 0.46480 1.54400
H 0.76349 -3.48298 3.88901
H -4.69663 2.67716 -2.08596
H 1.81705 -0.75616 1.88153
H -0.32434 3.44720 -3.84844
H -4.33408 3.16773 0.20690
C 3.60557 -1.49875 -0.27362
H -3.32589 3.65792 -2.62615
C 0.30664 2.86669 -0.60135
H 0.57030 -2.49831 -2.74399
C 3.06774 -4.21745 -1.59667
H 0.40871 -3.88835 0.23544
C 0.20139 3.00549 -3.01442
H 0.68856 0.60455 2.11137
C -0.04340 -2.79965 4.16172
C -3.61650 3.62670 -0.46972
H 1.96098 -0.97190 6.04629
H 2.02307 -1.58010 -3.16657
H 2.32994 -4.86873 -2.06959
H 3.80561 -3.94558 -2.35531
H 3.18585 -0.52156 -0.02610
H -0.35111 -3.03461 5.18257
*
```

For the energy relative to the best compared isomer or geometry (same formula, charge and spin), the calculation gives 14.1 kcal per mole. The value obtained for the LUMO energy is 2.7 eV. Its HOMO-LUMO gap is 6.1 eV. The highest occupied orbital energy comes out at -3.4 eV.


No. 2
Computed, not measured: 4 unconnected molecules or ions with the total composition C30H42BClN4O4PS, with wB97M-V/def2-TZVPD.

The geometry in ORCA input format:
```
! wB97M-V def2-TZVPD RIJCOSX def2/J DEFGRID3
* xyz -1 1
C -0.40878 -2.86943 2.37109
H -2.44315 -2.15067 4.99188
H -0.81304 1.37256 4.87663
C 3.16754 5.18815 -6.51681
H 1.50338 -4.83013 -1.04110
N 1.36418 -2.62282 -0.57168
H -3.04805 4.54668 5.27165
P -0.66269 1.65342 -1.07754
C 2.22745 4.97967 -5.51184
H -0.21357 -8.73338 -1.51752
N 1.66726 0.96128 1.60885
C -1.68048 -4.10513 4.51756
H 0.07396 2.99639 5.22291
C 1.39850 5.28721 -8.15103
C 0.52345 -8.08024 -1.06203
H -1.36451 4.43052 4.52496
H -1.37898 1.01149 -3.50382
H -3.57644 2.27200 3.82811
H 2.26229 1.22076 -3.47300
O 2.42331 -0.91123 -1.60670
C 1.27927 -1.77648 -1.71977
C 0.54317 -6.72475 -1.37901
H -2.17542 -4.58654 5.35493
H -0.77949 -5.92339 3.80498
H 3.48541 5.51025 -8.61947
C 2.40728 -6.40194 0.11478
H 2.39806 3.09194 -1.88329
B 0.75072 2.13773 -2.31080
H -2.42160 -1.42083 -2.76376
H 0.82202 2.32129 7.28466
H 4.10618 -0.77244 -0.02314
H -1.37819 0.49710 0.99141
H 0.34853 0.60203 6.81636
C 2.75266 5.34432 -7.83640
N 1.23399 1.34072 -3.48302
H -2.75190 0.40096 -0.19707
C -1.82927 -2.73590 4.31493
C -2.28522 3.81191 4.80141
H -0.79185 1.67052 7.87553
H 2.55000 4.86365 -4.48201
C -1.48763 -0.94830 -2.26538
H -3.58622 1.64261 1.57119
H 3.13808 -5.74670 0.57715
C 1.15263 1.66670 0.76201
C 0.87310 4.92014 -5.82733
C -0.89680 -4.85593 3.64605
C -1.92349 2.85877 2.30568
N 2.46392 -2.32401 0.18150
H 0.14026 4.75636 -5.04377
H 0.34206 -4.82545 1.88782
C -0.68763 2.24122 5.62874
C 2.39126 -7.75851 0.42783
C -0.26440 -4.23920 2.57038
C 0.45882 5.07062 -7.14768
C -1.95032 1.13520 0.20471
O 0.27816 2.58213 0.14950
H 1.07496 5.41149 -9.17956
C -2.73739 2.23617 1.03318
H -1.56086 -1.26471 -1.15503
H -1.49433 3.88654 1.99464
H -3.78199 3.96745 3.14170
H 1.07115 1.95379 -4.31354
O -2.00250 2.81934 5.82250
C -2.99492 3.19930 3.48145
H -0.59653 5.02058 -7.39397
H 0.08692 -2.38821 1.53530
C -1.62778 0.64241 -2.43350
C 1.45033 -8.59735 -0.16194
Cl -1.71390 3.37899 -1.76803
H -3.30753 3.03417 0.45536
H -2.75944 0.87473 -2.32515
H -0.17697 -6.32180 -2.08352
H 3.11251 -8.16134 1.13153
H 1.43895 -9.65528 0.08099
C -1.18932 -2.11791 3.24450
C -0.06189 1.65382 6.99960
H 0.11706 0.47530 -0.72560
O 1.47209 3.41381 -2.04314
H -1.10386 2.15368 2.67800
S -0.01079 -1.72326 -3.06545
C 3.15781 -1.22861 -0.44660
H 4.22356 5.22959 -6.27180
C 1.48639 -5.88647 -0.79219
H -1.29952 -1.04911 3.09006
*
```

The value obtained for the LUMO energy is 2.4 eV. Its HOMO-LUMO gap is 7.4 eV. The highest occupied orbital energy comes out at -5.0 eV.


No. 3
Computed, not measured: a molecular structure, C59H40BaCl2I2N11O3P, with wB97M-V/def2-TZVPD.

The geometry in ORCA input format:
```
! wB97M-V def2-TZVPD RIJCOSX def2/J DEFGRID3
* xyz -2 1
C -1.02430 -1.37040 8.49907
C 1.70632 0.44952 -3.97320
H -5.37206 2.97437 3.51333
C 0.74269 -0.45815 -6.04429
C 4.29785 4.97421 -2.72189
H 2.93329 3.40112 -3.17251
C -0.65149 -0.32869 6.18258
C 2.12965 2.59681 3.27336
C 0.04566 -3.30359 -1.73582
C -1.80415 2.32112 -2.19724
N -2.05563 -0.94057 0.27533
N 1.62488 -0.63029 5.24582
H -3.77114 -1.51637 -5.98303
C -1.94779 1.01384 -1.46273
C -2.20735 -2.97599 -0.81945
H -7.76944 -1.81319 -4.52532
H -0.62623 3.84214 -4.96590
H -1.88109 -6.09496 2.40187
C -0.69259 4.71347 -3.00990
C 3.92107 0.20957 0.23432
C 1.92092 1.69939 2.24250
H 5.45231 6.66055 -2.00399
C -4.10923 -0.64180 -1.65160
N -3.01220 0.08659 -2.17825
C -1.60930 3.38762 -1.29130
N -0.71072 0.19025 -1.24644
C -6.25963 -1.41274 -3.00916
C -0.85099 -6.43318 2.45102
C -0.47479 -4.07943 2.48478
I -3.37602 -0.95188 6.86481
C 1.47739 -5.38594 2.72910
C -1.01900 -1.03651 -0.62001
H -6.97886 -1.49136 -2.21200
H 5.29170 5.95133 0.38435
N -2.27076 1.59207 -0.05771
C -0.93701 3.70202 -3.93425
H -2.09276 -5.76471 -2.67478
C 1.87094 -0.10825 -6.72817
H 3.33713 -1.06782 4.19273
I 0.98212 -2.24129 10.43630
C -1.11633 4.62898 -1.69427
N -1.70812 -0.59213 -4.09970
C 4.93613 5.28608 -0.42660
H 2.07149 -5.90095 1.98198
H 4.76062 0.79782 0.64809
H 2.54343 4.66628 3.68118
C -2.69343 -4.11720 -1.44280
H 2.70980 -3.04473 8.07867
H 0.23227 -5.07690 -2.92502
C -2.83981 -0.37237 -3.45313
C -0.90137 -2.48962 -1.08483
C 2.00364 2.18754 0.90997
P 2.93595 1.60446 -0.53318
H 1.76310 0.64395 2.45947
H 1.49933 -5.86688 3.72119
C 0.73971 -0.87099 6.24578
H -2.01882 1.88829 -4.32342
H 2.12398 2.26542 4.30992
H -3.77012 -4.34959 -1.49251
H -4.55814 3.81533 2.15893
H 1.17696 3.80054 -0.26812
C -4.95124 -1.03271 -2.81361
H -0.24243 5.62863 -3.37851
H -1.62851 -1.45846 9.40558
C 2.34598 -2.48872 7.18650
C -1.77898 -4.82945 -2.19059
N 0.05291 -5.28247 2.29014
N -4.12688 -1.49895 -0.65811
C -0.43505 -4.45960 -2.32298
C 3.45064 -0.66984 1.23027
H -0.74200 -7.14292 1.65814
C 2.74226 -1.35136 5.07724
H 1.07317 -2.91668 -1.93792
C -2.90607 -1.81859 -0.18682
C 1.76758 4.43458 1.73644
O 4.31665 -1.31046 1.89358
H -0.72676 -6.95147 3.43242
H 2.01600 -0.29321 -7.79465
C -4.48479 -1.38939 -5.15877
H 4.27804 5.28394 -3.78336
C 1.30112 0.61997 -2.61340
C -4.09111 -0.97712 -3.91086
C -0.46807 -0.29212 -3.74044
C 4.37695 4.04432 -0.13633
C 2.85263 0.78422 -4.68662
H 3.65205 1.35097 -4.21833
H -1.02625 5.44496 -0.94771
H 1.88505 -4.37188 2.79740
H -6.10156 -1.93017 -6.38621
C 0.29190 -1.85241 8.52146
Cl -4.44064 1.39829 1.96164
C 1.62160 3.49949 0.71151
H 4.27553 -0.27181 -0.66665
Ba -0.98941 -0.11183 2.71654
C 3.57313 3.82942 -2.38729
C -5.80376 -1.70515 -5.37138
C 1.08805 -1.80452 7.33867
C -4.48823 2.99978 2.89462
H 1.61153 5.47623 1.57170
N 0.04234 0.07168 -2.49226
N -0.92592 -2.98736 2.59410
C 4.91896 5.70871 -1.72360
O -1.18359 0.17685 5.06229
C -1.84633 2.75966 0.09122
C 3.76208 3.20925 -1.13807
H 4.32209 3.71780 0.90855
C 2.19829 3.95210 2.94971
C 0.64997 -0.21349 -4.70025
N 1.97512 1.10741 -1.63337
H 3.86673 -3.07981 5.71084
C 2.90410 0.49510 -6.08032
C 3.04160 -2.38459 5.98859
Cl -3.04477 3.15088 3.86073
C -1.44424 -0.72055 7.32024
H 3.78978 0.78803 -6.59045
H -0.10387 -0.96049 -6.48745
C -1.66100 2.58262 -3.56890
C -6.72013 -1.64833 -4.32657
O 2.19814 -0.93122 1.47774
*
```

The value obtained for the LUMO energy (alpha / beta) is 2.9 / 2.9 eV. Its HOMO-LUMO gap (alpha / beta) is 2.9 / 3.4 eV. The highest occupied orbital energy (alpha / beta) comes out at 0.0 / -0.4 eV.


No. 4
Computed, not measured: C7H10O in the gas phase, with wB97M-V/def2-TZVPD.

The geometry in ORCA input format:
```
! wB97M-V def2-TZVPD RIJCOSX def2/J DEFGRID3
* xyz 0 1
H -0.03170 -2.04024 1.73024
H -1.37658 -1.03922 -1.46295
C -0.19688 0.70635 -0.37675
H -2.11264 1.01962 2.13933
H 0.49058 1.29523 -2.12641
H 1.49747 2.25444 -0.26514
H 1.93277 0.55684 0.65985
C -0.46596 0.96253 -1.74834
C 0.48698 -1.10968 0.96553
O 0.47886 -1.62482 -0.56955
H 1.55336 -0.62745 1.39775
C -0.45117 -0.59132 -1.27117
C -1.23254 0.35617 2.03888
H -1.50833 1.08701 -2.00067
C 1.48726 1.12826 -0.21408
C -0.47881 0.20422 1.01843
H -1.22568 -0.09476 3.04272
H 2.05664 0.64778 -1.03339
*
```

For the energy relative to the best compared isomer or geometry (same formula, charge and spin), the calculation gives 202.8 kcal per mole. The value obtained for the LUMO energy is 0.9 eV. The SMILES is C=C1CO[C@@H]2C[C@@]12C. Its HOMO-LUMO gap is 9.2 eV. The highest occupied orbital energy comes out at -8.2 eV.


Number 1: F_max 1.75 eV/Å. Number 2: F_max 6.43 eV/Å. Number 3: F_max 7.93 eV/Å. Number 4: F_max 5.20 eV/Å.